87
Properties=species:S:1:pos:R:3:forces:R:3:mulliken_charge:R:1 method="wB97M-V/def2-TZVPD" e_homo_ev=-0.23 mol_weight_g_mol=846.164 energy_ev=-128041.2968 total_charge=-2 spin_multiplicity=1 e_above_lowest_kcal_mol=19.6
K -0.311892 -0.014510 -0.269726 -1.1096 0.7950 0.2732 1.23
C 3.722365 2.155148 -2.097051 0.0383 0.0364 -0.0333 -1.57
C 2.507742 1.818054 -1.278621 -0.1645 0.1700 0.1390 0.27
N 2.186318 0.633065 -0.923276 0.4297 -0.1057 -0.2206 1.09
N 3.045884 -0.398886 -1.267945 -0.2999 0.2869 0.1078 -1.12
C 2.415252 -1.560503 -1.257567 0.1700 -0.4123 -0.0272 -0.16
O 1.197037 -1.821048 -1.084988 0.2833 -0.2224 -0.1789 -0.93
C 3.335142 -2.746855 -1.487861 0.0138 0.1113 -0.0080 0.33
C 4.665289 -2.599530 -1.875499 -0.0178 0.0064 0.0240 -0.10
C 5.474892 -3.710651 -2.053965 0.0285 0.0080 -0.0117 -0.65
C 4.969667 -4.987889 -1.841152 0.0136 0.0041 -0.0012 -0.33
C 3.644738 -5.141253 -1.458291 -0.0001 -0.0292 -0.0031 -0.59
C 2.833144 -4.027616 -1.289542 0.0004 -0.0334 -0.0271 -0.46
C 1.549092 2.916586 -0.914052 0.2066 -0.1798 -0.1009 0.63
C 1.657611 4.171944 -1.504663 -0.1172 0.0348 0.0416 -0.82
C 0.684646 5.125186 -1.230004 0.0909 -0.0338 -0.0463 -0.50
C -0.364844 4.794372 -0.399322 -0.1173 -0.0175 0.0532 -0.60
C -0.391404 3.517727 0.154522 0.0060 0.0355 -0.0255 -0.57
N 0.558746 2.620351 -0.064602 0.2075 0.0031 -0.0087 0.19
H 4.349494 1.272412 -2.180340 0.0113 0.0008 0.0059 0.30
H 4.289961 2.975525 -1.650365 -0.0120 -0.0065 0.0370 0.34
H 3.433250 2.475693 -3.101713 -0.0154 -0.0313 -0.0099 0.31
H 5.043878 -1.598298 -2.027662 0.0049 0.0046 0.0024 0.36
H 6.506753 -3.579208 -2.360452 0.0003 -0.0157 0.0050 0.36
H 5.605781 -5.855529 -1.973615 -0.0057 -0.0056 -0.0073 0.35
H 3.241274 -6.133365 -1.290977 -0.0040 -0.0002 -0.0010 0.37
H 1.794978 -4.124825 -1.000920 -0.0060 0.0137 0.0192 0.44
H 2.459592 4.388348 -2.195914 0.0107 0.0170 -0.0024 0.34
H 0.735081 6.102400 -1.696058 -0.0127 0.0002 -0.0009 0.36
H -1.179297 5.479951 -0.207746 0.0052 0.0043 -0.0040 0.44
H -1.222818 3.181737 0.769278 0.0135 0.0341 0.0320 0.45
C 2.618872 -5.409973 13.018412 -0.0311 -0.0025 -0.0491 -0.83
O 1.645796 -5.869707 12.105355 -0.0138 0.0218 -0.0513 -0.47
C 1.539287 -5.201938 10.916838 0.0171 -0.0539 0.0942 1.07
C 0.559168 -5.672990 10.042712 0.0211 0.0291 -0.0110 -0.62
C 0.370614 -5.069447 8.818886 0.0555 -0.0401 0.1606 -0.51
C 1.157074 -3.978850 8.437165 -0.0361 0.1402 -0.3018 0.29
C 2.127330 -3.519824 9.314055 0.0073 -0.0486 0.0995 -0.70
C 2.329505 -4.120840 10.554533 -0.0726 -0.0186 -0.0915 -0.70
C 0.919488 -3.362218 7.120213 0.1139 -0.1725 0.2660 0.23
N 0.000435 -3.754518 6.274064 0.0518 0.2611 -0.1296 -0.83
C 0.122386 -2.900683 5.192358 -0.1463 -0.2697 0.0986 1.02
C 1.133642 -2.002814 5.399823 0.2027 0.2146 -0.0291 0.09
N 1.649598 -2.306929 6.642526 -0.2289 -0.0688 -0.1262 -0.10
C 1.499442 -0.981875 4.460593 -0.0513 -0.1512 0.1261 0.49
C 2.513571 -0.036345 4.643597 0.0108 0.0684 -0.0610 -0.64
C 2.740495 0.892038 3.657020 -0.0035 0.0053 -0.0115 -1.17
C 1.943721 0.859537 2.504613 -0.0268 -0.0069 -0.0243 -0.12
N 0.985172 -0.023226 2.320850 0.0993 -0.0390 0.0217 0.36
C 0.756453 -0.940398 3.266942 -0.1709 -0.1020 -0.0884 -0.28
C -0.328628 -1.911541 3.018085 0.1852 0.1415 0.0516 -0.26
N -0.977583 -1.810506 1.852382 -0.0558 -0.0085 -0.0163 0.56
C -1.980385 -2.626734 1.610752 -0.0185 -0.0343 0.0832 -0.49
C -2.383868 -3.620502 2.517280 -0.0374 0.0269 -0.0704 -1.00
C -1.711954 -3.753487 3.706286 0.0343 0.0397 0.0005 -0.64
C -0.653282 -2.878822 3.980169 0.0086 -0.0218 0.0519 0.13
H 2.544542 -6.055392 13.889810 0.0140 0.0118 0.0053 0.24
H 2.425364 -4.374756 13.314746 0.0285 -0.0107 0.0143 0.33
H 3.625219 -5.484364 12.595644 0.0017 0.0139 0.0293 0.33
H -0.044012 -6.516968 10.349966 -0.0025 -0.0048 0.0034 0.40
H -0.388479 -5.429191 8.138972 0.0030 0.0290 -0.0420 0.50
H 2.756301 -2.675774 9.059397 -0.0127 0.0102 -0.0389 0.24
H 3.095767 -3.732236 11.208669 -0.0041 -0.0142 0.0193 0.37
H 2.401005 -1.838439 7.111641 0.0121 0.0253 -0.0120 0.17
H 3.110968 -0.029770 5.549102 -0.0082 -0.0246 0.0122 0.33
H 3.514150 1.641574 3.756533 0.0050 -0.0046 0.0050 0.43
H 2.076636 1.570775 1.697073 0.0197 0.0214 0.0100 0.15
H -2.486918 -2.484932 0.662053 -0.0044 -0.0155 -0.0128 0.54
H -3.219107 -4.260901 2.266473 0.0030 -0.0121 0.0196 0.40
H -1.982224 -4.503949 4.438168 -0.0023 -0.0065 0.0003 0.54
S -6.840676 5.180466 -1.386204 0.3282 -0.1704 0.0675 -0.45
C -5.515791 4.125587 -1.188603 -0.4630 0.2903 -0.0806 0.05
S -4.316893 3.851848 -2.360404 -0.0600 0.1324 -0.1747 -0.17
C -3.351988 2.641925 -1.550192 0.4380 -0.2091 0.0039 0.03
C -3.808924 2.312107 -0.301798 0.3998 -0.3564 0.1335 -0.12
S -3.212657 1.161571 0.890949 0.0067 0.2385 -0.2607 -0.51
S -5.239386 3.177326 0.192332 -0.2101 0.0428 0.1268 -0.18
S -1.972332 2.086561 -2.483342 -0.2822 -0.0424 0.2070 -0.46
C -1.996157 -3.821553 -3.182308 -0.0184 -0.0640 -0.0698 -1.05
C -1.883508 -2.318732 -2.998151 0.0054 0.2763 0.0473 -0.36
O -1.623438 -1.965610 -1.653581 0.1712 -0.3774 0.0981 -0.15
H -2.217041 -4.067188 -4.224999 -0.0057 0.0004 -0.0008 0.41
H -2.793029 -4.226965 -2.556327 -0.0020 0.0170 0.0197 0.23
H -1.061507 -4.316456 -2.909300 0.0178 0.0153 0.0137 0.24
H -2.813992 -1.815265 -3.264978 -0.0035 -0.0471 -0.0080 0.34
H -1.104688 -1.909305 -3.651160 -0.0049 -0.0286 -0.0079 0.28
H -0.683155 -2.137608 -1.475109 0.0621 -0.1193 -0.1425 0.27